1.
97
Properties=species:S:1:pos:R:3:forces:R:3:mulliken_charge:R:1 method="wB97M-V/def2-TZVPD" orbital_gap_ev=3.059 relative_energy_kj_mol=531.7 multiplicity=1
N 6.334 19.847 -20.148 0.0 0.5 1.1 -0.4602
H 6.140 20.284 -19.259 -0.9 -0.1 1.1 0.2178
H 7.170 19.319 -19.942 1.5 -0.6 -0.5 0.3526
H 6.444 20.656 -20.743 0.3 -0.4 -0.9 0.3961
H 5.619 19.181 -20.404 -0.5 0.0 -0.2 0.3897
C 9.891 28.951 -20.797 0.6 -1.4 1.3 -0.9837
N 10.500 27.573 -20.952 -0.2 -0.5 -1.3 0.0600
C 10.350 27.157 -22.398 0.0 -1.3 -0.4 -0.8702
C 12.015 27.708 -20.709 -0.9 0.0 1.1 -0.8700
C 9.866 26.485 -19.967 0.8 0.5 1.1 -0.6221
C 8.327 26.445 -19.844 2.7 0.3 -0.5 -0.5923
O 7.985 26.228 -21.141 -2.2 -0.1 -2.9 -0.5031
H 10.071 29.081 -19.729 -0.4 0.9 0.0 0.4412
H 8.826 28.890 -21.021 0.3 0.3 -0.2 0.3543
H 10.498 29.640 -21.383 -0.5 0.0 -0.1 0.3803
H 9.395 27.330 -22.896 0.0 0.7 0.7 0.3251
H 10.397 26.068 -22.409 0.5 0.0 -0.1 0.4025
H 11.164 27.554 -23.003 -0.1 0.2 0.3 0.4000
H 12.593 26.917 -21.186 -0.4 -0.2 0.3 0.3831
H 12.072 27.726 -19.620 0.6 -0.3 -0.1 0.4132
H 12.402 28.673 -21.034 -0.4 -0.1 -0.4 0.3515
H 10.282 26.605 -18.966 0.5 0.5 -0.1 0.3838
H 10.203 25.504 -20.302 0.2 0.2 -0.3 0.4471
H 7.980 27.440 -19.566 -0.6 -0.5 0.6 0.3472
H 8.066 25.549 -19.281 -0.2 0.7 1.1 0.3992
H 8.209 25.327 -21.382 -0.2 -0.1 -0.1 0.3440
C 2.099 21.568 -17.102 0.1 0.8 2.0 0.6509
F 2.000 21.671 -18.437 -0.3 -0.6 0.9 -0.2182
F 2.439 22.759 -16.619 1.2 0.6 -0.6 -0.2394
F 0.928 21.394 -16.437 0.4 -1.4 -1.7 -0.2114
S 3.440 20.276 -16.453 -0.6 -4.5 -0.7 0.9042
O 3.032 20.022 -15.057 1.0 1.2 -2.7 -0.4881
O 3.378 19.023 -17.306 0.2 3.9 1.3 -0.6537
N 4.976 21.020 -16.803 -4.1 -1.7 -0.1 -0.2638
S 5.365 21.825 -15.536 1.7 3.2 4.3 0.7339
O 6.259 22.906 -15.905 0.3 -0.9 -0.5 -0.6446
O 4.371 22.301 -14.542 1.4 -1.8 -2.0 -0.5237
C 6.501 20.502 -14.591 -0.6 -0.3 -1.4 0.6398
F 7.615 20.144 -15.306 -1.3 0.3 0.2 -0.2405
F 6.917 20.957 -13.454 0.4 1.0 1.2 -0.2109
F 5.782 19.395 -14.324 0.3 0.3 -0.6 -0.2345
C 10.330 15.064 -18.823 0.4 -0.4 0.2 -0.9329
C 9.985 16.535 -18.755 -0.2 2.1 -1.9 -0.1752
O 9.719 17.247 -19.977 -0.4 -1.0 1.0 -0.9299
H 10.188 14.620 -17.838 -0.4 -0.2 0.2 0.2566
H 11.395 14.888 -18.969 0.1 0.1 -0.6 0.2464
H 9.755 14.515 -19.568 -0.1 0.0 0.0 0.3032
H 10.842 17.057 -18.328 0.4 0.0 0.7 0.1921
H 9.160 16.671 -18.056 -0.4 -0.1 0.4 0.1378
C -2.513 24.211 -24.745 -3.8 -0.5 -1.0 0.1317
O -3.708 23.927 -24.468 3.3 0.7 0.4 -0.5904
N -1.477 24.579 -23.988 1.1 -0.6 0.5 0.1243
C -0.178 24.736 -24.610 1.1 0.5 -0.1 -0.9804
C -1.501 24.584 -22.538 -1.4 0.5 0.8 -0.9144
H -2.272 24.269 -25.818 0.3 -0.2 0.0 0.2973
H 0.006 24.336 -25.607 -1.0 -0.3 -0.1 0.3680
H 0.601 24.256 -24.018 -0.1 0.0 0.3 0.3098
H 0.108 25.782 -24.718 -0.1 0.3 0.3 0.3122
H -1.571 25.583 -22.107 0.3 0.4 -0.4 0.3162
H -2.454 24.170 -22.210 0.1 -0.5 -0.2 0.3359
H -0.686 24.096 -22.004 0.1 -0.4 -0.6 0.2902
C 2.181 19.700 -7.801 0.9 0.0 -0.4 0.1688
O 1.860 20.066 -6.712 -1.1 0.3 1.8 -0.5686
N 2.586 20.546 -8.763 0.0 0.3 -2.0 0.1325
C 2.394 22.010 -8.726 1.2 -0.5 0.2 -0.9061
C 3.298 20.040 -9.937 0.1 -1.0 -0.1 -1.0551
H 2.258 18.632 -8.057 0.0 0.0 -0.3 0.2973
H 3.396 22.439 -8.697 0.1 0.2 0.1 0.3317
H 1.881 22.375 -7.837 -0.2 -0.5 -0.2 0.2987
H 1.970 22.375 -9.662 -0.4 -0.2 0.1 0.3021
H 3.306 18.952 -10.007 -0.5 -0.3 0.7 0.2730
H 2.868 20.285 -10.908 0.0 0.8 0.2 0.3901
H 4.373 20.215 -9.904 0.0 0.8 -0.1 0.3366
C 0.278 27.578 -14.742 -0.8 -0.5 0.3 0.1498
O -0.880 27.330 -15.080 1.3 0.6 0.0 -0.6204
N 0.921 26.939 -13.752 1.6 -0.6 1.0 0.0936
C 2.354 27.148 -13.439 -0.3 1.2 -0.5 -0.9386
C 0.377 25.789 -13.085 -0.7 -0.6 0.3 -0.9094
H 0.966 28.337 -15.145 -0.5 0.3 -0.5 0.2985
H 3.101 26.708 -14.101 -0.4 -0.6 -0.3 0.3338
H 2.590 26.820 -12.426 -0.3 0.1 -0.1 0.2979
H 2.556 28.217 -13.511 0.0 0.1 0.2 0.3622
H -0.699 25.860 -12.921 0.0 0.2 -0.4 0.3130
H 0.590 24.885 -13.655 -0.1 -0.2 0.1 0.2913
H 0.814 25.694 -12.091 0.1 0.0 -0.1 0.3298
C 3.026 26.615 -19.955 -1.8 -0.9 0.5 -0.7699
C 3.550 27.657 -19.131 1.5 1.0 0.1 0.3590
N 3.984 28.517 -18.503 -0.2 -0.3 -0.1 -0.4193
H 2.076 26.466 -19.442 -0.6 -0.3 -0.4 0.2770
H 3.467 25.624 -19.853 0.6 0.4 -0.2 0.2737
H 2.783 26.894 -20.980 0.4 0.1 0.1 0.2905
C 9.884 16.170 -12.166 0.0 -0.6 0.9 -0.7722
C 11.314 16.469 -12.277 -4.4 -0.2 0.2 0.3067
N 12.405 16.718 -12.299 3.8 0.7 -0.2 -0.3168
H 9.524 15.621 -13.036 -0.1 0.1 0.2 0.2519
H 9.193 16.946 -11.838 0.5 0.8 -0.9 0.2711
H 9.782 15.586 -11.251 0.2 -0.9 -0.2 0.2599



2.
87
Properties=species:S:1:pos:R:3:forces:R:3:mulliken_charge:R:1 method="wB97M-V/def2-TZVPD" charge=-1 orbital_gap_ev=4.564 relative_energy_kj_mol=9.2 multiplicity=1
N 5.135 -14.700 5.219 -0.7 0.4 0.1 1.1025
H 5.070 -14.468 4.231 0.3 -0.3 0.1 0.0245
H 4.512 -14.044 5.696 0.3 -0.3 -0.1 0.0783
H 6.094 -14.592 5.629 0.8 -0.5 0.3 0.0444
H 4.814 -15.661 5.446 0.6 -0.6 0.3 -0.0128
C 5.452 -19.809 6.529 -1.1 -1.2 0.4 -1.4837
C 5.082 -18.546 5.788 1.0 3.4 -0.6 0.6922
C 3.622 -18.495 5.333 -0.7 -1.3 0.2 -0.7266
O 5.384 -17.353 6.441 -0.9 -0.6 0.1 -0.8732
H 5.577 -20.642 5.826 0.2 -0.1 0.0 0.3396
H 4.612 -20.122 7.170 -0.2 0.1 0.0 0.3311
H 6.273 -19.784 7.243 0.4 0.6 -0.5 0.3710
H 5.665 -18.469 4.844 0.2 -0.8 -0.3 -0.0428
H 3.336 -19.341 4.682 0.0 -0.2 0.1 0.3577
H 3.310 -17.613 4.774 0.6 0.3 0.2 -0.2574
H 3.015 -18.551 6.245 -0.2 0.1 -0.1 0.2477
C 9.614 -13.320 6.700 0.0 1.0 0.6 -1.5847
C 8.069 -13.423 6.742 0.8 -1.6 0.2 0.8263
C 7.479 -12.396 5.734 0.2 0.1 1.4 -0.4222
O 7.652 -14.736 6.621 -0.5 1.8 -1.0 -0.9081
H 10.049 -13.578 5.733 0.0 -0.3 0.0 0.1683
H 10.055 -13.862 7.538 0.0 -0.6 -0.4 0.4239
H 9.900 -12.283 6.942 0.0 0.2 -0.3 0.4369
H 7.836 -13.070 7.766 -0.2 0.5 0.2 0.0228
H 8.060 -11.468 5.786 0.3 -0.1 -0.4 0.6257
H 6.521 -12.074 6.157 -0.5 -0.4 -0.8 -0.2700
H 7.478 -12.851 4.744 -0.3 0.2 -0.1 -0.3365
C 0.814 -16.615 0.728 0.3 -0.6 0.3 -1.5318
C 1.588 -16.351 2.030 -0.6 0.4 -1.0 1.0378
O 0.693 -15.636 2.876 0.3 0.7 0.3 -0.3841
C 1.192 -15.091 4.031 -1.3 -2.0 -2.0 0.5758
O 2.317 -15.212 4.381 0.7 0.6 0.6 -0.1962
O 0.130 -14.589 4.646 0.9 0.1 1.4 -0.3635
C 0.457 -14.283 6.032 -0.2 1.3 -0.3 -0.3909
H 1.552 -17.107 0.089 -0.4 -0.2 -0.3 0.4099
H 0.432 -15.741 0.203 0.4 0.4 0.3 0.2371
H -0.073 -17.235 0.860 0.2 -0.3 0.2 0.3975
H 2.462 -15.771 1.719 0.1 0.3 0.6 -0.6607
H 1.955 -17.249 2.524 -0.2 -0.1 0.0 0.3748
H 1.262 -13.546 6.056 -0.1 0.0 0.0 -0.0525
H 0.810 -15.113 6.640 -0.4 -0.4 -0.4 0.3191
H -0.468 -13.826 6.373 0.1 -0.2 0.4 0.3253
C 4.499 -9.165 6.155 -0.4 -0.3 -0.1 -1.2617
C 3.503 -10.319 6.315 0.3 0.0 -0.9 0.1881
O 3.693 -10.885 7.600 -0.8 1.0 0.9 -0.3831
C 3.718 -12.188 7.767 1.8 -1.0 -0.1 0.7440
O 3.747 -13.033 6.905 -1.0 0.5 -0.2 -0.7069
O 3.942 -12.448 9.045 0.0 0.8 0.2 -0.4398
C 4.432 -13.741 9.348 -0.4 -1.8 0.7 -0.6040
H 4.266 -8.582 5.262 0.1 -0.3 -0.3 0.3837
H 5.510 -9.566 6.118 0.1 0.2 0.0 0.2355
H 4.397 -8.439 6.963 0.1 -0.3 0.3 0.3478
H 3.641 -11.144 5.611 0.2 0.4 -0.3 -0.0811
H 2.490 -9.934 6.171 -0.1 -0.2 0.5 0.3893
H 4.310 -13.868 10.424 0.0 0.2 0.0 0.2808
H 5.468 -13.981 9.100 0.1 0.8 -0.4 0.2415
H 3.835 -14.523 8.874 0.0 0.2 -0.1 0.2609
C 1.113 -12.677 0.574 -0.9 0.8 1.2 -1.3930
C 1.985 -12.612 1.826 0.3 -1.5 -0.7 0.4807
O 3.180 -11.921 1.489 -0.7 1.3 -1.5 -0.3848
C 4.281 -11.999 2.170 1.4 -0.9 2.9 0.4783
O 4.481 -12.680 3.160 -0.7 0.2 -0.6 0.2943
O 5.196 -11.186 1.683 -0.4 0.7 -1.9 -0.4498
C 6.360 -10.872 2.411 0.5 -0.2 1.2 -0.2092
H 1.648 -13.019 -0.303 0.0 -0.2 0.0 0.2473
H 0.612 -11.723 0.389 0.6 0.3 -0.3 0.3832
H 0.242 -13.279 0.847 0.3 -0.6 -0.3 0.3912
H 2.289 -13.633 2.067 -0.1 0.1 0.4 -0.3466
H 1.451 -12.187 2.674 0.3 0.3 0.1 0.3425
H 6.144 -10.039 3.085 0.0 0.0 0.0 0.2447
H 7.166 -10.572 1.745 -0.3 -0.1 -0.4 0.2860
H 6.701 -11.706 3.025 -0.1 0.0 -0.1 -0.1212
C 4.540 -14.339 -1.037 0.6 0.5 -0.1 -1.1890
C 5.271 -14.986 0.120 -1.3 -1.4 -0.2 0.3861
O 6.544 -14.398 0.316 -0.5 0.0 -0.6 -0.3796
C 7.028 -14.479 1.538 1.6 0.3 1.6 0.8565
O 6.530 -14.902 2.540 -1.0 -0.5 -0.4 -0.5515
O 8.266 -13.955 1.535 -0.3 -0.3 -0.8 -0.3933
C 9.126 -14.273 2.620 1.1 0.6 0.8 -0.8067
H 4.730 -13.265 -0.967 -0.5 0.1 0.0 0.3084
H 3.482 -14.583 -1.000 -0.1 0.2 0.1 0.2066
H 4.896 -14.641 -2.024 0.2 -0.2 0.1 0.4159
H 5.353 -16.062 -0.067 0.6 0.0 -0.2 0.4256
H 4.644 -15.008 1.016 0.3 0.8 0.3 -0.3610
H 8.719 -14.761 3.505 -0.7 0.0 -0.3 0.3658
H 9.549 -13.325 2.959 -0.1 0.0 0.0 0.2515
H 9.975 -14.858 2.264 -0.2 -0.2 -0.3 0.3538